Formula: C36H37AsBrN3O3STeV
Source: the Open Molecules 2025 dataset
Level of theory: wB97M-V/def2-TZVPD

Element x y z (Å)
V (0.154, -0.149, 0.365)
N (0.379, 0.547, 2.438)
C (-0.139, -0.307, 3.521)
C (0.580, -1.654, 3.570)
C (0.190, -2.662, 2.497)
N (0.585, -2.250, 1.134)
H (1.393, 0.608, 2.499)
H (0.049, 1.502, 2.532)
H (-1.210, -0.460, 3.357)
H (-0.025, 0.188, 4.489)
H (0.358, -2.114, 4.536)
H (1.663, -1.491, 3.547)
H (-0.893, -2.805, 2.510)
H (0.644, -3.625, 2.748)
H (0.237, -2.959, 0.494)
H (1.607, -2.282, 1.047)
O (-2.386, 2.967, -0.346)
S (-1.399, 2.392, -1.263)
N (-0.482, 1.338, -0.789)
C (-3.372, -5.388, 1.438)
C (-2.975, -5.025, 0.159)
C (-2.808, -3.686, -0.166)
C (-3.038, -2.695, 0.784)
C (-3.435, -3.067, 2.066)
C (-3.606, -4.406, 2.390)
As (-2.603, -0.831, 0.384)
C (-3.303, -0.645, -1.420)
C (-2.466, -1.029, -2.467)
C (-2.882, -0.910, -3.784)
C (-4.134, -0.380, -4.065)
C (-4.961, 0.027, -3.028)
C (-4.549, -0.104, -1.709)
C (-3.917, 0.085, 1.467)
C (-3.536, 1.258, 2.110)
C (-4.446, 1.945, 2.903)
C (-5.736, 1.462, 3.054)
C (-6.123, 0.293, 2.410)
C (-5.217, -0.396, 1.619)
H (-3.502, -6.432, 1.690)
H (-2.800, -5.786, -0.591)
H (-2.515, -3.416, -1.174)
H (-3.619, -2.309, 2.817)
H (-3.921, -4.682, 3.388)
H (-1.470, -1.404, -2.257)
H (-2.224, -1.211, -4.589)
H (-4.458, -0.272, -5.092)
H (-5.929, 0.459, -3.245)
H (-5.194, 0.238, -0.910)
H (-2.544, 1.659, 1.950)
H (-4.149, 2.865, 3.389)
H (-6.446, 1.999, 3.670)
H (-7.133, -0.081, 2.522)
H (-5.520, -1.309, 1.122)
C (2.372, 3.165, -0.839)
Te (2.081, 3.683, 1.217)
C (4.129, 3.079, 1.387)
C (4.715, 3.282, 0.012)
C (6.085, 3.404, -0.188)
C (6.594, 3.599, -1.465)
C (5.731, 3.677, -2.549)
C (4.363, 3.549, -2.355)
C (3.846, 3.346, -1.082)
H (1.757, 3.795, -1.478)
H (2.068, 2.128, -0.957)
H (4.151, 2.031, 1.684)
H (4.641, 3.675, 2.140)
H (6.756, 3.359, 0.662)
H (7.661, 3.704, -1.610)
H (6.120, 3.836, -3.546)
H (3.691, 3.610, -3.203)
Br (5.547, 1.230, -5.570)
C (4.781, 0.570, -3.965)
C (5.606, 0.070, -2.975)
C (5.037, -0.405, -1.803)
C (3.664, -0.343, -1.611)
C (2.855, 0.186, -2.611)
C (3.407, 0.627, -3.804)
C (3.057, -0.879, -0.343)
O (3.376, -2.002, 0.046)
O (2.225, -0.105, 0.269)
H (6.678, 0.049, -3.116)
H (5.665, -0.828, -1.029)
H (1.786, 0.269, -2.453)
H (2.782, 1.030, -4.589)

Computed properties:
E (a.u.): -8204.081465
Energy relative to the best compared isomer or geometry (same formula, charge and spin) (kJ/mol): 0.00
Frontier orbital gap (spin up / spin down) (Eh): 0.276 / 0.290
Expectation value of S²: 3.77
LUMO (spin up / spin down) (eV): 0.28 / 0.24
Multiplicity: 4